Entry from the Open Molecules 2025 dataset: a molecular structure, C25H33N5O3 in a non-equilibrium geometry (ωB97M-V with the def2-TZVPD basis set).

Geometry as XYZ:
```
66
Properties=species:S:1:pos:R:3:mulliken_charge:R:1
O -0.08601 0.67566 0.25026 -0.733
O -6.22445 0.62151 1.05390 -0.472
O -3.46978 -2.21570 0.88290 -0.769
N -7.62923 -0.48087 -0.23519 -0.699
N -0.85443 -1.73823 0.14376 0.465
N -3.49637 -0.08847 0.72598 0.318
N 2.81056 -1.54823 0.38224 1.132
N 5.25640 0.14829 -0.51194 0.052
C -4.74617 3.80278 -0.20163 -0.890
C 1.07551 -3.04423 -0.18004 -1.625
C -3.06163 2.08100 -0.01268 0.747
C 7.67367 1.82770 -0.79119 -1.193
C -3.89259 1.38694 0.46337 -0.230
C -2.19921 -0.06926 1.63054 -1.802
C -5.68978 -2.28003 -1.08261 -0.470
C 2.00220 -2.19314 0.97702 -1.675
C -6.89482 -2.61580 -1.31092 -0.295
C 4.12784 -2.13219 0.01415 -1.912
C 6.37096 0.39239 0.52487 -0.442
C 3.05622 -0.08466 0.67872 -0.193
C 3.86374 0.78880 -0.23880 -1.204
C -2.43717 4.46583 -0.54683 -1.624
C -3.45400 3.30469 -0.36407 0.752
C -7.92687 -1.89260 -0.93734 -0.389
C -5.44394 -1.28244 0.10512 0.201
C 7.06970 1.64922 0.45861 -0.355
C 5.01659 -1.33593 -1.14447 -1.462
C -1.00454 -0.38579 0.65394 1.070
C -6.51040 -0.48439 0.32782 0.712
C -5.72244 2.79294 0.07165 0.089
C 0.09476 -2.07629 -0.65122 -0.523
C -4.15283 -1.18344 0.70792 0.970
C -5.26816 1.64622 0.48071 -0.399
H -2.12479 -1.04874 2.27555 0.417
H -4.74746 -3.22771 -1.06318 0.184
H 2.63250 -3.06807 1.69753 0.238
H 4.46204 -0.96976 -1.90777 0.458
H 5.87755 -1.61289 -1.15274 0.809
H -9.01967 -1.94802 -1.21214 0.392
H -1.57599 -2.14808 0.27415 -0.121
H 7.68508 1.74135 1.21498 0.491
H 5.94663 0.16411 1.85734 0.123
H 3.30086 1.09322 -1.05697 0.438
H -1.90556 0.68320 2.07806 0.695
H 4.11322 1.69934 0.29505 0.270
H -7.33983 -3.43008 -1.98002 0.243
H -1.95746 1.89876 -0.27684 0.022
H 0.62072 -1.11117 -1.03905 0.278
H 1.73248 -3.49268 -0.84039 0.474
H 3.58515 -0.34461 1.68113 0.338
H -5.24849 4.83390 -0.22282 0.302
H 8.08541 2.70808 -0.92008 0.499
H 6.23342 2.44935 0.67862 0.161
H -0.25943 -2.47054 -1.70134 0.356
H 4.06008 -2.92535 -0.28856 1.263
H 7.01984 -0.55583 0.31066 0.307
H 0.67683 -3.71561 0.37318 0.839
H -2.40279 5.26295 -0.03359 0.475
H -6.83619 3.01140 0.32843 0.293
H 8.45326 1.01414 -0.95030 0.230
H 4.72938 -2.26129 0.83094 0.697
H 1.99119 0.45226 0.81766 -0.055
H 6.75727 1.65895 -1.57621 0.215
H -1.44535 4.08817 -0.75781 0.344
H -2.77046 4.86881 -1.74347 0.249
H 1.41724 -1.74985 1.68547 0.921
```

Charge: 0
Maximum force: 0.36099 Eh/bohr
LUMO level: -1.02 eV
Relative energy (zero: lowest compared OMol25 entry of this formula, charge and spin): 25.241 eV
Total energy: -1471.0887 Eh
Gap between HOMO and LUMO: 0.2236 hartree

---

Entry from the Open Molecules 2025 dataset: a molecular structure, C42H61F2NO17Pb in a non-equilibrium geometry (ωB97M-V with the def2-TZVPD basis set).

Geometry as XYZ:
```
124
Properties=species:S:1:pos:R:3:lowdin_spin:R:1
Pb -0.94582 -0.43752 2.58964 0.498
F -5.10537 1.74101 -6.34787 0.000
F 4.90635 5.69397 -6.18537 0.000
O -0.06873 1.82500 7.09838 0.010
O -8.36495 -2.08387 0.14519 0.000
O -0.74283 0.35023 5.39155 0.069
O -6.16717 -1.67143 0.27254 0.000
O 0.35551 -1.98122 -4.69328 0.000
O -0.25549 -5.04453 0.47873 0.003
O -1.07917 -3.84354 -4.60117 0.000
O 0.29107 -0.40806 7.33150 0.011
O -0.66584 -2.82274 0.83985 0.051
O -3.36483 -0.23143 2.73699 0.058
O 6.94019 -2.28382 1.81085 0.000
O 0.99700 -3.94055 1.83472 0.004
O 0.42845 -3.26637 -2.98638 0.000
O 6.18148 -0.38765 0.72040 0.000
O 4.71914 -1.96956 1.23551 0.001
O -7.36602 -0.40562 -0.97450 0.000
O 1.18111 0.44701 1.27929 0.029
N 0.15561 1.45528 1.12348 0.009
C -1.09067 3.38753 2.08813 0.003
C 3.98074 -0.90744 0.68367 0.000
C 3.72306 3.09914 -3.82101 0.000
C 0.64642 -5.97970 1.03359 0.001
C -4.56758 -1.83736 -6.54552 0.000
C -4.64130 0.48280 -6.12432 0.000
C 2.26273 -5.61994 2.95500 0.001
C 3.39203 5.20987 -2.91666 0.000
C -3.66213 -2.04140 -5.52770 0.000
C 1.52981 -2.48989 -2.83291 0.000
C 4.16754 3.66146 -4.96199 0.000
C -6.06712 0.07275 -1.24166 0.000
C 1.28416 -0.44634 9.40643 0.001
C 3.43228 3.83319 -2.76514 0.000
C 2.84722 -3.31757 -2.84848 0.000
C 0.24449 2.27344 -1.32645 0.001
C -3.15668 -0.91203 -4.79104 0.000
C 4.31544 5.03962 -5.09933 0.000
C -1.88338 2.25562 -0.07199 0.002
C 1.38516 3.81708 1.28614 0.001
C -1.09176 0.11553 -0.77323 0.047
C 5.06456 -0.00787 -1.43551 0.000
C -5.24027 -0.88546 -0.35606 0.000
C 3.90656 5.88086 -3.97163 0.000
C 0.97773 2.38108 3.28151 0.036
C 4.97722 0.03043 0.11985 0.000
C -0.09001 -3.90421 1.04127 0.011
C 6.01627 -1.64713 1.28989 0.000
C -1.94832 3.50922 0.82598 0.000
C 0.35585 2.75552 1.87958 0.004
C 1.70620 -5.07164 1.63145 0.000
C -3.72439 0.28235 -5.06547 0.000
C -7.38447 -1.41497 -0.17540 0.000
C 0.23078 0.12078 8.60705 0.002
C -4.25114 -1.82532 -1.13132 0.001
C -4.98369 -0.57749 -6.93879 0.000
C 1.57103 -1.66331 -4.06457 0.000
C -4.17704 0.76929 3.13160 0.005
C 0.35590 1.65355 8.42589 0.002
C -0.20992 -3.07979 -4.11733 0.000
C -0.55161 1.44789 -0.21308 0.006
C -0.22897 0.59635 6.49672 0.036
H 3.01148 3.37561 -1.88199 0.000
H -4.62646 -0.28682 0.31696 0.000
H 0.29121 -6.74072 1.72841 0.000
H 1.62798 4.62962 1.97091 0.001
H 1.28402 3.27250 3.82892 0.002
H 1.09264 -1.33186 10.01247 0.000
H -1.52982 0.25196 -1.76196 0.003
H -3.73953 1.76465 3.20870 0.001
H -5.68006 -0.07677 -2.24959 0.000
H 0.95057 4.40060 0.47452 0.000
H -2.95122 3.91454 0.96018 0.000
H -0.01544 3.32842 -1.23962 0.000
H 1.62343 -0.63715 -3.70076 0.000
H 2.44277 -1.83662 -4.69555 0.000
H 2.28425 3.31439 0.92972 0.000
H 2.57997 -4.88523 1.00706 0.000
H 1.83637 -6.55416 3.32044 0.000
H 3.92043 6.95624 -3.87277 0.000
H -3.49598 -1.35043 -1.75767 0.000
H 1.83283 -4.95232 3.70170 0.001
H 4.26168 2.98097 -5.79534 0.000
H -5.86969 1.04632 -0.79303 0.000
H -5.01265 -2.23472 -1.79509 0.000
H 2.98013 5.75340 -2.07922 0.000
H 1.16946 -6.52922 0.25094 0.000
H -3.52123 -3.10848 -5.43884 0.000
H -5.05276 0.75173 2.48283 0.000
H 1.40725 1.91177 8.55270 0.001
H 4.72929 1.06141 0.37223 0.000
H -4.84982 -2.73736 -7.07158 0.000
H 1.87252 1.76607 3.37750 0.002
H -0.15907 -0.39244 -1.01850 0.000
H 1.33162 2.20323 -1.36270 0.000
H -3.46959 1.11536 -4.42705 0.000
H -0.81682 4.39748 2.39327 0.000
H -1.54507 2.86227 2.92821 0.004
H 5.36481 -0.96387 -1.86446 0.000
H 5.82966 0.66439 -1.82382 0.000
H 4.13704 0.31036 -1.91147 0.000
H -2.37409 -1.10553 -4.07234 0.000
H 0.22526 1.77460 3.78556 0.032
H 2.76359 -4.07560 -2.06970 0.000
H -2.49677 2.54846 -0.92410 0.000
H -0.26052 2.30340 9.04704 0.000
H 3.71456 2.01929 -3.83702 0.000
H 3.22969 -1.32471 0.01291 0.000
H -1.76883 -0.25691 -0.00449 0.039
H -2.50662 1.49964 0.40568 0.002
H 1.42864 -1.89001 -1.92847 0.000
H -0.04591 2.04972 -2.35297 0.001
H -1.48839 4.37213 0.34436 0.000
H -0.77074 -0.10005 8.97625 0.001
H 3.06469 -3.84683 -3.77621 0.000
H -4.47376 0.78484 4.18033 0.002
H -5.69296 -0.44385 -7.74221 0.000
H 1.52289 0.28030 10.18302 0.000
H -3.76762 -2.48606 -0.41178 0.001
H 3.42901 -0.47526 1.51849 0.000
H 3.34472 -5.55469 3.06965 0.000
H 2.20810 -0.56130 8.83967 0.000
H 3.73657 -2.70833 -2.68727 0.000
```

Charge: -1
Maximum force: 0.12113 Eh/bohr
LUMO level (alpha / beta): 1.88 / 1.88 eV
Total energy: -3363.1854 Eh
Gap between HOMO and LUMO (alpha / beta): 0.1045 / 0.2155 hartree
Spin multiplicity: 2

---

Entry from the Open Molecules 2025 dataset: a molecular structure, C36H50As2IrN3Si in a non-equilibrium geometry (ωB97M-V with the def2-TZVPD basis set).

Geometry as XYZ:
```
93
Properties=species:S:1:pos:R:3:lowdin_spin:R:1
Ir 0.47433 -0.78352 -1.29407 -0.030
As -0.69475 1.88865 0.99701 0.340
As 0.17501 -0.81659 1.89136 0.118
Si -1.97903 1.03539 -2.63888 0.039
N 0.49312 -2.95774 -1.97768 -0.018
N 1.22651 -0.61376 -3.22584 0.013
N 2.55227 -1.59910 -0.99825 0.000
C -1.50298 -0.46428 -1.45631 0.110
C -3.20388 -2.23985 3.92657 0.002
C 1.42538 -2.10157 2.58296 0.033
C -3.69231 1.44205 -2.08601 0.015
C -0.75900 1.60903 2.93116 0.066
C 1.41924 -3.78664 -1.16030 -0.003
C 1.94334 1.97229 -0.17718 -0.020
C 0.73055 -3.03599 -3.43897 -0.001
C 0.62337 -1.67809 -4.05775 0.003
C -1.36283 4.60709 0.25108 0.038
C 2.89341 4.05683 1.36756 0.003
C -1.85078 3.36973 0.67376 0.082
C -3.21344 3.18010 0.93746 0.033
C 1.11389 2.54129 0.78477 0.036
C 3.32190 -1.57200 -2.26099 0.000
C -1.56273 -1.53165 2.31130 0.011
C -1.96448 -1.68378 3.64040 0.002
C 3.24605 -3.68239 3.93695 0.008
C -0.79011 2.45678 -2.42591 0.000
C 3.23094 2.44028 -0.38704 -0.002
C -2.24138 5.67478 0.15868 0.007
C 2.41382 -2.93132 -0.38274 0.000
C 0.34592 0.62629 3.21400 0.000
C 1.91216 -4.06561 3.86669 0.001
C 2.77374 -1.73190 2.61580 0.007
C 3.70438 3.49092 0.39069 -0.002
C -3.65801 -2.47681 1.57196 0.000
C -2.41227 -1.93488 1.28594 0.003
C 2.71657 -0.53794 -3.17418 -0.004
C 1.60220 3.58477 1.57082 0.009
C -3.59597 5.49428 0.42551 0.049
C -4.08163 4.25254 0.82566 0.001
C 0.99554 -3.29186 3.16506 0.010
C -1.95654 0.40722 -4.38607 0.004
C -4.05143 -2.63038 2.89509 0.000
C 3.68108 -2.52115 3.30507 0.001
H -2.09826 -1.81572 0.25828 0.001
H 1.93526 -4.49087 -1.81039 -0.001
H -4.32392 -2.77788 0.77234 0.000
H -0.46422 -3.23425 -1.78717 0.000
H 3.26319 4.87763 1.96937 0.001
H -0.95927 0.37887 -4.83410 0.000
H 3.87149 2.00062 -1.14374 0.000
H 0.89943 0.26792 -3.61904 0.001
H -1.31559 -1.38573 4.45576 0.000
H 4.36849 -1.32053 -2.08848 0.000
H 3.31383 -2.56248 -2.71083 0.000
H -0.01020 -3.67496 -3.91805 0.000
H -0.03826 -3.60387 3.10123 0.001
H 0.05548 2.39842 -3.12278 0.000
H 1.69696 -3.49604 -3.62405 0.000
H 4.72429 -2.23445 3.35039 0.000
H 0.28524 0.14466 4.18989 0.004
H -5.13403 4.12228 1.04279 -0.001
H -2.03073 -1.33298 -1.87444 0.007
H 4.70603 3.87184 0.23421 0.000
H 0.84687 -4.37978 -0.44965 0.000
H 2.96415 0.45841 -2.80954 0.000
H 1.54106 1.14953 -0.78113 -0.011
H -0.39026 2.51518 -1.41775 0.003
H -2.55514 1.08176 -5.00869 0.001
H -4.08298 2.24636 -2.71939 0.003
H 3.13577 -0.63707 -4.17766 -0.001
H -5.02045 -3.05564 3.12501 0.000
H 3.95452 -4.30018 4.47355 0.000
H 3.01957 -0.99694 -0.32500 0.000
H -2.41297 -0.58409 -4.46799 0.000
H -4.28011 6.32431 0.30515 0.002
H -3.50600 -2.37217 4.95837 0.000
H -1.72949 1.22761 3.24206 0.000
H -1.95018 -0.25543 -0.48077 0.010
H 0.98195 4.04659 2.32961 0.000
H 1.57935 -4.96921 4.36083 0.000
H -3.58988 2.20864 1.23991 0.001
H 3.37871 -3.43457 -0.29578 0.000
H -0.31485 4.74903 0.02187 0.002
H -4.35854 0.58277 -2.19589 0.000
H 2.03423 -2.79084 0.61353 0.000
H -1.86836 6.65073 -0.12295 0.000
H 1.32479 1.09425 3.13757 0.000
H -1.30233 3.40386 -2.62121 0.000
H 1.07396 -1.68758 -5.05329 0.001
H 3.11305 -0.82426 2.12385 0.000
H -0.42419 -1.42209 -4.17014 0.000
H -3.72316 1.78247 -1.05015 0.000
H -0.62546 2.59435 3.37931 0.012
```

Charge: +3
Maximum force: 0.05001 Eh/bohr
LUMO level (alpha / beta): -9.65 / -11.05 eV
Relative energy (zero: lowest compared OMol25 entry of this formula, charge and spin): 3.195 eV
Total energy: -6430.4143 Eh
Gap between HOMO and LUMO (alpha / beta): 0.2393 / 0.1939 hartree
Spin multiplicity: 2